A cluster of 13 separate species, C44H125N11O13 in total. Source: the OMol25 dataset; level of theory: wB97M-V/def2-TZVPD.

Results
Molecular weight = 1016.55 g/mol
Net charge = 0
Gap between HOMO and LUMO = 9.182 eV
Energy relative to the best compared isomer or geometry (same formula, charge and spin) = 6.373 eV
LUMO level = 0.2 eV
HOMO energy = -8.98 eV

Each line ends with the Löwdin charge.
Positions of all 193 atoms, in Å:
1 O -11.437 -4.516 -2.324  -0.20
2 O 0.492 9.389 5.951  -0.22
3 O 4.023 -12.552 -1.594  -0.21
4 O -1.599 -3.292 5.026  -0.20
5 O -0.619 1.241 -0.357  -0.21
6 O 8.834 -5.035 -5.401  -0.19
7 O 4.612 6.370 -1.115  -0.22
8 O 7.219 3.360 5.846  -0.19
9 O -4.626 7.985 -1.499  -0.16
10 O -7.750 2.505 -4.773  -0.06
11 O -4.549 2.542 8.397  -0.19
12 O 2.128 1.478 -6.011  -0.06
13 O -1.928 -8.091 -11.170  -0.19
14 N 3.332 6.029 -4.543  0.00
15 N 9.148 -6.370 -8.763  0.04
16 N 0.050 9.119 8.745  0.04
17 N -4.344 -3.000 6.008  0.04
18 N -8.886 -5.067 -3.958  0.04
19 N -4.406 4.887 -1.558  0.04
20 N 5.054 -9.574 -3.746  0.03
21 N -7.769 2.984 10.139  0.02
22 N -1.188 0.316 -3.225  0.04
23 N -2.148 -7.584 -8.279  0.03
24 N 9.379 5.653 7.680  0.03
25 C 1.872 10.762 9.187  -0.07
26 C 4.323 -11.794 -2.793  -0.17
27 C -6.099 4.585 10.003  -0.07
28 C 0.828 10.175 8.189  -0.43
29 C -2.358 -2.127 4.673  -0.20
30 C -5.901 5.000 0.280  -0.07
31 C 0.865 9.230 4.657  -0.15
32 C 4.774 -10.299 -2.484  -0.41
33 C 8.764 -5.050 -6.839  -0.19
34 C -3.830 -2.541 4.707  -0.42
35 C 0.115 0.251 -1.132  -0.18
36 C 8.074 -4.027 -4.801  -0.13
37 C 9.733 4.999 5.474  -0.08
38 C -1.489 -8.241 -12.607  -0.03
39 C -2.573 -5.310 -8.775  -0.09
40 C 11.104 -5.946 -7.356  -0.06
41 C 8.148 3.673 6.912  -0.18
42 C -8.893 -3.511 -2.223  -0.09
43 C -4.756 -1.412 4.139  -0.07
44 C -1.724 -6.848 -10.672  -0.29
45 C 0.214 1.914 0.614  -0.09
46 C 8.736 5.012 6.562  -0.48
47 C 3.279 6.570 -3.232  -0.42
48 C -0.182 -3.077 5.170  -0.10
49 C 9.606 -6.160 -7.415  -0.47
50 C -2.609 -6.690 -9.404  -0.39
51 C 3.254 -13.737 -1.859  -0.10
52 C -4.723 7.036 -0.455  -0.26
53 C 1.543 9.758 6.826  -0.17
54 C 4.472 5.849 -2.455  -0.16
55 C -4.080 9.251 -1.106  -0.10
56 C 0.021 -1.640 -2.717  -0.08
57 C -10.424 -5.482 -2.034  -0.18
58 C 6.109 2.590 6.286  -0.12
59 C -9.084 -4.936 -2.520  -0.46
60 C 5.624 5.751 -0.301  -0.10
61 C -5.354 5.763 -0.867  -0.47
62 C -0.777 -0.509 -2.150  -0.48
63 C 1.855 6.210 -2.751  -0.07
64 C -6.622 3.315 9.355  -0.44
65 C -5.535 2.211 9.386  -0.18
66 C -3.262 2.720 8.913  -0.13
67 C 3.635 -9.559 -1.803  -0.09
68 C -12.642 -4.794 -1.656  -0.13
69 H 0.919 10.246 4.266  0.09
70 H -5.368 7.414 0.339  0.12
71 H -1.974 -1.737 3.731  0.12
72 H 5.438 6.213 0.669  0.08
73 H -6.687 5.480 9.801  0.08
74 H 0.541 -2.297 -2.020  0.08
75 H 3.189 5.029 -4.518  0.07
76 H 2.523 6.370 -5.043  0.07
77 H -3.886 4.519 -0.775  0.05
78 H 1.292 1.337 -5.566  0.02
79 H -0.428 2.352 1.379  0.09
80 H -1.980 -6.061 -11.381  0.12
81 H -4.349 9.640 -0.124  0.08
82 H 3.503 7.637 -3.210  0.14
83 H -13.460 -4.076 -1.602  0.09
84 H -5.787 -1.754 4.046  0.07
85 H -3.027 -4.553 -9.415  0.07
86 H 7.725 -5.003 -7.166  0.12
87 H -9.772 -4.977 -4.433  0.07
88 H -3.642 -6.849 -9.714  0.14
89 H 0.167 11.006 7.940  0.13
90 H 1.085 6.400 -3.499  0.07
91 H 1.643 6.780 -1.845  0.07
92 H -9.108 -3.268 -1.183  0.08
93 H -6.409 4.068 0.034  0.09
94 H -1.815 -7.461 -13.295  0.08
95 H 2.144 8.863 6.988  0.13
96 H 11.470 -5.196 -8.057  0.08
97 H 5.680 -8.861 -3.402  0.07
98 H 9.716 5.924 4.897  0.08
99 H -1.829 -0.227 -3.787  0.08
100 H -2.160 -1.289 5.341  0.12
101 H 0.577 -0.368 -0.363  0.11
102 H -1.523 -5.082 -8.594  0.08
103 H 1.807 8.683 4.603  0.09
104 H 5.370 4.699 -0.169  0.08
105 H -2.604 2.873 8.057  0.09
106 H 2.513 10.019 9.662  0.07
107 H 3.438 -11.895 -3.422  0.11
108 H 2.591 11.460 8.758  0.07
109 H -0.681 -2.336 -3.177  0.08
110 H -2.223 -8.561 -8.523  0.06
111 H -3.250 3.613 9.537  0.07
112 H 5.407 6.129 -2.941  0.12
113 H 10.325 5.303 7.636  0.06
114 H -10.645 -6.375 -2.619  0.12
115 H -8.304 -5.510 -2.019  0.14
116 H -6.110 6.117 -1.569  0.15
117 H 0.590 8.396 9.198  0.07
118 H 5.427 3.328 6.710  0.08
119 H -1.835 0.971 -2.811  0.08
120 H 9.552 -5.610 -9.291  0.07
121 H 11.526 -6.914 -7.626  0.08
122 H -3.593 -3.580 6.354  0.06
123 H 9.592 6.600 7.401  0.07
124 H -8.160 3.894 10.333  0.06
125 H -4.046 -3.345 4.003  0.13
126 H 0.821 2.623 0.051  0.08
127 H -6.641 5.558 0.855  0.08
128 H 8.201 -3.924 -3.723  0.09
129 H -9.641 -2.882 -2.705  0.08
130 H 0.763 -1.393 -3.476  0.08
131 H -4.834 -0.440 4.626  0.07
132 H 5.134 -12.288 -3.329  0.11
133 H -7.458 2.764 11.075  0.07
134 H -4.304 -1.171 3.176  0.07
135 H -0.401 -8.179 -12.638  0.08
136 H -8.788 -6.049 -4.174  0.06
137 H 4.220 4.788 -2.452  0.12
138 H 0.068 -2.773 6.186  0.08
139 H -1.859 -9.218 -12.918  0.08
140 H 2.031 10.649 6.431  0.12
141 H 9.637 -7.194 -9.085  0.07
142 H 0.126 8.778 3.996  0.09
143 H 2.267 -13.431 -2.206  0.08
144 H 7.612 3.844 7.846  0.12
145 H -0.649 -6.740 -10.529  0.12
146 H 5.644 -10.316 -1.828  0.13
147 H 2.251 0.692 -6.544  0.03
148 H -7.904 -3.142 -2.495  0.08
149 H -3.184 -5.253 -7.874  0.08
150 H -0.230 8.673 7.883  0.06
151 H 0.842 1.154 1.080  0.07
152 H 3.281 -10.021 -0.881  0.07
153 H -6.946 3.416 8.320  0.14
154 H -4.372 -2.173 6.586  0.06
155 H 11.407 -5.648 -6.353  0.08
156 H 6.636 5.965 -0.643  0.08
157 H -3.673 5.430 -1.993  0.07
158 H -5.032 4.777 9.883  0.06
159 H 6.299 1.853 7.066  0.08
160 H 7.029 -4.103 -5.100  0.09
161 H -1.176 -7.402 -8.073  0.06
162 H 5.601 -10.166 -4.355  0.06
163 H 1.715 5.166 -2.471  0.07
164 H -5.147 2.024 10.387  0.13
165 H -7.668 1.621 -5.129  0.03
166 H -4.167 9.968 -1.923  0.09
167 H -3.815 6.879 0.126  0.13
168 H 0.310 -4.048 5.103  0.08
169 H 10.740 4.743 5.801  0.08
170 H 8.420 -3.057 -5.156  0.08
171 H 1.370 11.316 9.980  0.07
172 H -12.521 -5.125 -0.625  0.08
173 H 2.712 -9.590 -2.382  0.08
174 H 9.467 -7.060 -6.815  0.14
175 H 3.758 -14.430 -2.532  0.08
176 H -6.026 1.296 9.054  0.12
177 H 9.206 -4.106 -7.157  0.12
178 H 0.264 -2.486 4.370  0.08
179 H -6.888 2.697 -4.404  0.03
180 H 7.881 5.630 6.289  0.15
181 H -13.109 -5.644 -2.153  0.08
182 H 8.905 2.901 7.053  0.13
183 H -5.063 4.735 0.924  0.08
184 H -10.449 -5.596 -0.950  0.12
185 H -2.999 9.170 -0.995  0.08
186 H -1.637 -0.819 -1.557  0.14
187 H -6.149 4.580 11.092  0.08
188 H -2.960 1.904 9.570  0.09
189 H 5.587 2.076 5.479  0.08
190 H 3.814 -8.501 -1.612  0.07
191 H 3.146 -14.227 -0.891  0.08
192 H 0.934 0.667 -1.720  0.12
193 H 9.445 4.363 4.636  0.08

Atoms 1-2, force components in eV/Å:
-0.33 0.89 0.22
-1.42 -0.56 2.12

=====

A cluster of 2 separate species, C2H8OS2 in total. Source: the OMol25 dataset; level of theory: wB97M-V/def2-TZVPD.

Results
Molecular weight = 112.22 g/mol
Net charge = 0
Gap between HOMO and LUMO = 10.012 eV
Energy relative to the best compared isomer or geometry (same formula, charge and spin) = 0.000 eV
LUMO level = 0.6 eV
SMILES string = CCSS.O
HOMO energy = -9.41 eV

Each line ends with the natural charge from an NBO analysis.
Positions of all 13 atoms, in Å:
1 S 3.193 1.177 0.097  0.08
2 S 1.614 0.523 -1.034  -0.15
3 O 0.682 2.293 1.576  -0.97
4 C 2.376 -0.435 2.239  -0.63
5 C 3.480 -0.226 1.215  -0.53
6 H 0.601 0.962 -0.257  0.16
7 H 2.241 0.471 2.853  0.22
8 H 2.631 -1.277 2.905  0.22
9 H 0.444 3.247 1.525  0.47
10 H 4.440 0.028 1.705  0.22
11 H 1.424 -0.663 1.732  0.22
12 H 1.612 2.252 1.259  0.47
13 H 3.646 -1.131 0.599  0.22

Atoms 1-2, force components in eV/Å:
0.12 -0.19 -0.13
-0.07 -0.05 -0.14

=====

The molecule C4H7N3O. Source: the OMol25 dataset; level of theory: wB97M-V/def2-TZVPD.

Results
Molecular weight = 113.12 g/mol
Net charge = 0
Gap between HOMO and LUMO = 9.422 eV
Energy relative to the best compared isomer or geometry (same formula, charge and spin) = 3.273 eV
LUMO level = 0.6 eV
SMILES string = Cn1c(=O)ccn1N
HOMO energy = -8.79 eV

Each line ends with the natural charge from an NBO analysis.
Positions of all 15 atoms, in Å:
1 O 2.650 -0.034 0.140  -0.63
2 N 0.337 0.405 -0.007  -0.31
3 N -0.814 -0.299 -0.399  -0.11
4 N -1.982 -0.071 0.288  -0.67
5 C 1.476 -0.404 -0.053  0.61
6 C 0.423 1.856 -0.144  -0.46
7 C -0.394 -1.611 -0.231  0.02
8 C 0.932 -1.820 -0.030  -0.36
9 H -2.546 0.557 -0.287  0.39
10 H 1.485 -2.729 0.256  0.25
11 H -0.098 2.153 -1.112  0.20
12 H -0.218 2.421 0.698  0.21
13 H -1.061 -2.426 -0.218  0.22
14 H 1.637 2.006 -0.177  0.28
15 H -1.826 -0.003 1.277  0.37

Atoms 1-2, force components in eV/Å:
-2.20 -0.12 -0.94
1.03 1.33 -0.13

=====

- Which of these has the highest energy relative to the best compared isomer or geometry (same formula, charge and spin)?
  C44H125N11O13